C22H33N11 | ωB97M-V with the def2-TZVPD basis set

Geometry as XYZ:
```
66
Properties=species:S:1:pos:R:3:mulliken_charge:R:1
N -0.150 3.520 2.473 -0.68
H 0.398 2.148 -5.102 0.36
C -4.164 -0.004 -0.738 -1.76
H -1.110 1.720 3.479 0.47
N 0.649 -2.440 -0.956 -0.28
C -2.032 2.086 -1.301 0.02
H 4.784 0.543 2.324 0.40
H -0.804 0.411 0.344 -1.17
C -1.592 1.053 2.765 -0.20
H -1.940 1.456 -2.186 0.44
H -0.518 -1.321 -0.067 -0.33
H 2.215 2.309 1.085 0.12
C -3.200 -2.869 0.616 -0.86
H 3.161 0.787 1.770 -0.06
C 1.163 -0.100 0.497 1.14
C -2.085 -2.738 -0.332 0.72
H -1.507 1.504 -0.543 -0.14
N 5.266 1.095 -0.615 -0.58
N -1.978 0.111 0.793 -0.02
C -0.127 -1.646 2.485 -0.71
H 0.962 -2.392 -2.875 0.46
C 4.084 0.254 1.541 -0.02
H -5.035 -0.571 -0.411 0.52
H 0.620 -0.651 -2.222 -0.24
C 1.388 -2.682 -0.160 0.75
C 0.609 -0.497 3.107 0.58
H -3.084 2.355 -1.205 0.49
N -0.691 4.381 -1.177 -0.59
N -2.436 -1.008 4.159 -0.71
H 0.652 1.464 0.413 -0.69
N 0.250 0.857 -2.155 -0.01
H -2.511 1.532 2.427 0.54
H 1.973 2.016 -4.332 0.48
C 1.288 -1.367 -2.699 -0.32
C -1.261 3.361 -1.268 -0.13
C 0.456 2.993 1.633 0.20
C 0.934 2.297 -4.164 -1.84
N 1.724 -0.242 -5.097 -0.69
N 1.099 0.399 3.601 -0.68
H -0.938 0.720 1.959 -0.78
C 4.715 0.694 0.325 0.41
C 0.555 1.465 -3.060 1.07
C 2.402 -2.939 0.823 -1.41
C -2.066 -0.085 3.565 0.47
H 2.275 -2.208 1.622 0.36
C 1.508 -0.777 -4.054 0.13
H 2.508 -3.910 1.307 0.42
H 0.991 3.316 -3.781 0.37
H -0.676 -2.206 3.242 0.60
H 3.277 -2.689 0.222 0.32
H -3.696 -3.838 0.563 0.37
H 4.010 -0.833 1.534 -0.06
C -0.156 -0.298 -0.172 -1.15
H 0.685 -2.306 2.178 0.30
H -4.464 1.026 -0.935 0.37
C -2.952 0.036 0.112 0.79
H -3.927 -2.078 0.429 0.07
N 2.152 0.019 1.106 -0.26
H -0.020 0.001 -1.211 1.04
N -1.195 -2.549 -1.108 -0.39
H -3.978 -0.568 -1.652 0.43
C 1.243 2.362 0.595 0.00
H -0.543 -1.225 1.570 0.58
H -2.723 -2.920 1.595 0.21
H 2.328 -1.314 -2.377 0.31
H 1.236 2.980 -0.302 0.44
```

The value obtained for the highest occupied orbital energy is -9.1 eV. The value obtained for the gap between HOMO and LUMO is 8.898 eV. The net charge is 0.

C22H33N2OP3Pt | ωB97M-V with the def2-TZVPD basis set

Geometry as XYZ:
```
62
Properties=species:S:1:pos:R:3:lowdin_spin:R:1
C -2.572 -1.258 3.575 0.00
H 0.676 -2.188 1.280 0.01
C 1.102 1.915 1.678 0.02
H 4.839 2.877 2.277 0.00
C 1.366 -1.707 -4.342 0.00
C -1.065 1.073 3.860 0.01
C 2.003 0.982 2.207 0.01
C -1.159 0.467 2.593 0.03
H -3.028 0.334 -2.355 0.01
C -1.871 -0.731 2.487 0.00
H -3.184 -2.153 3.441 0.00
H 2.788 -1.622 0.415 0.01
H 4.045 0.574 2.781 0.00
H -1.890 -1.259 1.536 0.00
N -0.338 -1.975 -0.695 0.40
C 1.552 3.226 1.448 0.02
C -0.023 -1.109 -4.290 0.02
H 2.380 -2.398 -1.144 0.02
N 1.620 -0.440 -0.887 0.47
H -3.230 -2.335 -2.160 0.00
H 1.292 -2.767 -4.665 0.00
C -1.177 -1.911 -4.886 0.00
C 1.993 -1.763 -0.330 0.04
C -1.559 2.802 1.042 0.01
H -1.641 1.005 5.944 0.00
C 2.889 3.566 1.670 0.00
P -0.520 1.304 1.093 0.12
O -0.325 -0.148 -3.545 0.03
H 0.877 3.986 1.054 0.00
H -3.597 -2.191 -0.378 0.00
H 0.274 3.268 -1.384 0.02
C 3.791 2.610 2.128 0.01
H 2.946 2.305 -2.253 0.02
C 0.727 -2.444 0.183 0.03
C -2.827 -2.046 -1.168 0.03
C -2.497 -0.626 4.814 0.00
H 3.584 0.057 -1.336 0.00
H 1.855 -1.447 -3.376 0.00
H -1.789 -3.195 0.313 0.01
H -1.760 -1.307 -5.605 0.00
P 0.441 1.974 -1.904 0.16
H -3.448 0.288 -0.150 0.01
H 3.231 4.586 1.470 0.00
P -2.545 -0.230 -1.120 0.12
C -1.723 0.525 4.968 0.00
H -0.848 -2.855 -5.350 0.00
H -2.613 2.513 0.965 0.00
H 1.968 -1.205 -5.132 0.00
H -3.053 -1.029 5.659 0.00
H 0.747 -3.546 0.060 0.01
H -1.880 -2.151 -4.055 0.00
C 2.540 0.414 -1.348 0.00
C 3.343 1.319 2.409 0.00
Pt -0.361 0.115 -0.880 0.89
C 2.180 1.647 -1.853 0.36
H -1.472 3.413 1.950 0.00
H -0.473 1.975 3.985 0.00
C -1.547 -2.822 -0.743 0.03
H 1.655 -0.024 2.443 0.00
H -1.461 -3.799 -1.313 0.01
H -1.331 3.444 0.189 0.00
H 0.106 2.118 -3.267 0.03
```

The spin multiplicity is 4. The value obtained for the highest occupied orbital energy (spin up / spin down) is -7.8 / -10.2 eV. As for the expectation value of S²: 3.7959. The value obtained for the gap between HOMO and LUMO (spin up / spin down) is 6.063 / 5.445 eV. The net charge is +1.

C22H33N3O3 | ωB97M-V with the def2-TZVPD basis set

Geometry as XYZ:
```
61
Properties=species:S:1:pos:R:3:mulliken_charge:R:1
C -1.949 -1.873 1.316 0.56
H 5.597 -3.812 -1.893 0.31
C -0.474 3.229 -0.737 -0.12
H 3.118 2.451 3.221 0.37
H 2.719 -1.530 -2.087 0.40
H -4.544 -0.200 -0.938 0.44
H 0.177 -3.612 1.595 0.52
C -3.105 -0.876 1.464 -0.98
C 1.473 1.916 0.230 0.12
C -3.817 2.425 -0.214 -1.02
C 2.245 2.369 2.571 -0.56
O -1.973 -2.951 1.868 -0.68
C 4.037 -3.812 -3.384 -1.02
C 4.619 -3.348 -2.051 -0.40
C -3.800 1.379 0.913 -0.90
H 0.829 1.109 0.584 -0.33
H 1.797 1.674 -0.784 0.51
H 1.381 4.031 -0.135 0.71
C -3.446 -0.191 -0.845 -0.85
H -3.094 -1.204 -1.048 0.41
H -4.048 -1.443 1.429 0.35
H -3.474 0.892 -2.716 0.44
H -1.127 -0.495 0.120 -0.13
C 0.742 -3.161 0.797 -0.46
O 3.851 -3.770 -0.944 -0.47
H 3.211 1.051 1.161 0.39
H 0.611 -0.572 -1.372 0.24
C -2.656 2.181 -1.183 -0.48
H -4.835 1.116 1.188 0.42
O -0.577 4.012 -1.660 -0.74
H -1.856 0.451 -2.181 0.24
H -3.746 3.427 0.208 0.38
H 1.609 1.572 2.966 0.30
H 3.371 2.770 0.782 0.40
H -3.022 -0.453 2.471 0.39
H 1.145 3.925 3.585 0.38
H 2.129 4.490 2.233 0.36
H 3.946 -4.896 -3.387 0.31
N -3.046 0.202 0.500 0.37
C 0.262 3.598 1.646 -0.47
H -0.422 2.835 2.026 0.10
H -0.270 4.552 1.635 0.35
C 0.255 -2.016 0.171 -0.03
C 1.935 -3.713 0.385 -0.70
H -4.748 2.363 -0.777 0.44
C 0.984 -1.453 -0.869 -0.31
N -1.393 2.272 -0.484 0.38
C 2.684 2.007 1.155 -1.19
H 2.323 -4.598 0.863 0.44
C -2.831 0.802 -1.841 -0.77
H -3.316 1.788 1.806 0.40
H 4.751 -2.259 -2.041 0.31
C 0.710 3.243 0.224 0.13
H 4.693 -3.510 -4.196 0.35
C 2.184 -2.005 -1.280 -0.39
H -1.308 1.690 0.334 0.02
H 3.051 -3.385 -3.547 0.31
C 1.473 3.685 2.571 -0.91
H -2.626 2.963 -1.949 0.68
N -0.939 -1.392 0.554 0.10
C 2.676 -3.145 -0.653 0.60
```

As for the SMILES: CCOc1ccc(NC(=O)CN2CCC(NC(=O)C3CCCCC3)CC2)cc1. The value obtained for the highest occupied orbital energy is -8.0 eV. The value obtained for the gap between HOMO and LUMO is 8.602 eV. The net charge is 0.

- Number 1 is which compound?
  C22H33N11

- net charge of number 3 (C22H33N3O3)?
  0

What did the second record say?
C22H33N2OP3Pt | ωB97M-V with the def2-TZVPD basis set

Geometry as XYZ:
```
62
Properties=species:S:1:pos:R:3:lowdin_spin:R:1
C -2.572 -1.258 3.575 0.00
H 0.676 -2.188 1.280 0.01
C 1.102 1.915 1.678 0.02
H 4.839 2.877 2.277 0.00
C 1.366 -1.707 -4.342 0.00
C -1.065 1.073 3.860 0.01
C 2.003 0.982 2.207 0.01
C -1.159 0.467 2.593 0.03
H -3.028 0.334 -2.355 0.01
C -1.871 -0.731 2.487 0.00
H -3.184 -2.153 3.441 0.00
H 2.788 -1.622 0.415 0.01
H 4.045 0.574 2.781 0.00
H -1.890 -1.259 1.536 0.00
N -0.338 -1.975 -0.695 0.40
C 1.552 3.226 1.448 0.02
C -0.023 -1.109 -4.290 0.02
H 2.380 -2.398 -1.144 0.02
N 1.620 -0.440 -0.887 0.47
H -3.230 -2.335 -2.160 0.00
H 1.292 -2.767 -4.665 0.00
C -1.177 -1.911 -4.886 0.00
C 1.993 -1.763 -0.330 0.04
C -1.559 2.802 1.042 0.01
H -1.641 1.005 5.944 0.00
C 2.889 3.566 1.670 0.00
P -0.520 1.304 1.093 0.12
O -0.325 -0.148 -3.545 0.03
H 0.877 3.986 1.054 0.00
H -3.597 -2.191 -0.378 0.00
H 0.274 3.268 -1.384 0.02
C 3.791 2.610 2.128 0.01
H 2.946 2.305 -2.253 0.02
C 0.727 -2.444 0.183 0.03
C -2.827 -2.046 -1.168 0.03
C -2.497 -0.626 4.814 0.00
H 3.584 0.057 -1.336 0.00
H 1.855 -1.447 -3.376 0.00
H -1.789 -3.195 0.313 0.01
H -1.760 -1.307 -5.605 0.00
P 0.441 1.974 -1.904 0.16
H -3.448 0.288 -0.150 0.01
H 3.231 4.586 1.470 0.00
P -2.545 -0.230 -1.120 0.12
C -1.723 0.525 4.968 0.00
H -0.848 -2.855 -5.350 0.00
H -2.613 2.513 0.965 0.00
H 1.968 -1.205 -5.132 0.00
H -3.053 -1.029 5.659 0.00
H 0.747 -3.546 0.060 0.01
H -1.880 -2.151 -4.055 0.00
C 2.540 0.414 -1.348 0.00
C 3.343 1.319 2.409 0.00
Pt -0.361 0.115 -0.880 0.89
C 2.180 1.647 -1.853 0.36
H -1.472 3.413 1.950 0.00
H -0.473 1.975 3.985 0.00
C -1.547 -2.822 -0.743 0.03
H 1.655 -0.024 2.443 0.00
H -1.461 -3.799 -1.313 0.01
H -1.331 3.444 0.189 0.00
H 0.106 2.118 -3.267 0.03
```

The spin multiplicity is 4. The value obtained for the highest occupied orbital energy (spin up / spin down) is -7.8 / -10.2 eV. As for the expectation value of S²: 3.7959. The value obtained for the gap between HOMO and LUMO (spin up / spin down) is 6.063 / 5.445 eV. The net charge is +1.

- Look up the net charge of the third one.
  0